The molecule C18H30N4O2, computed with ωB97M-V/def2-TZVPD.

Bonds (Å) are listed after each position.
Positions of all 54 atoms, in Å:
1 H -8.862 3.230 -0.410  C49 1.087
2 N -2.602 -1.093 -0.022  C7 1.355, H15 1.016, C16 1.394
3 H 7.579 0.922 -0.506  C35 1.092
4 C 5.978 -0.522 -0.675  C9 1.529, H14 1.094, H34 1.092, C35 1.534
5 O -3.558 -1.652 1.982  C7 1.212
6 H -1.463 -1.056 2.413  C33 1.077
7 C -3.606 -1.525 0.778  N2 1.355, O5 1.212, C53 1.532
8 H -9.244 1.735 -1.266  C49 1.088
9 C 6.879 -1.717 -0.986  C4 1.529, H31 1.093, C39 1.524, H42 1.093
10 H 8.626 -0.662 -1.722  C39 1.087
11 C -5.320 0.249 -1.125  N17 1.457, C23 1.532, H38 1.093, H46 1.095
12 H 0.814 -0.274 2.901  C47 1.081
13 H -7.084 -0.024 0.094  C23 1.092
14 H 5.137 -0.866 -0.067  C4 1.094
15 H -2.862 -1.026 -1.002  N2 1.016
16 C -1.319 -0.662 0.314  N2 1.394, C33 1.393, C40 1.394
17 N -4.914 -1.143 -1.276  C11 1.457, H25 1.015, C53 1.454
18 H -6.885 2.442 -1.686  C36 1.093
19 H 4.561 2.569 1.677  C48 1.099
20 N 2.557 0.659 1.208  C29 1.361, H30 1.011, C52 1.402
21 H -5.727 -1.757 0.624  C53 1.099
22 H 1.411 0.619 -1.234  C43 1.077
23 C -6.811 0.465 -0.843  C11 1.532, H13 1.092, H32 1.094, C36 1.526
24 H 7.070 0.224 1.037  C35 1.096
25 H -5.540 -1.602 -1.930  N17 1.015
26 H -4.778 -2.956 -0.266  C53 1.094
27 H -6.566 2.404 0.048  C36 1.092
28 H -8.924 1.701 0.469  C49 1.088
29 C 3.516 1.208 0.415  N20 1.361, C48 1.534, O51 1.212
30 H 2.773 0.575 2.192  N20 1.011
31 H 6.252 -2.544 -1.328  C9 1.093
32 H -7.397 0.005 -1.644  C23 1.094
33 C -0.833 -0.691 1.618  H6 1.077, C16 1.393, C47 1.380
34 H 5.564 -0.121 -1.604  C4 1.092
35 C 6.710 0.600 0.072  H3 1.092, C4 1.534, H24 1.096, N44 1.452
36 C -7.156 1.949 -0.750  H18 1.093, C23 1.526, H27 1.092, C49 1.524
37 H 7.442 -1.067 -2.966  C39 1.088
38 H -4.727 0.685 -0.317  C11 1.093
39 C 7.923 -1.420 -2.057  C9 1.524, H10 1.087, H37 1.088, H45 1.088
40 C -0.496 -0.188 -0.705  C16 1.394, H41 1.081, C43 1.380
41 H -0.866 -0.163 -1.720  C40 1.081
42 H 7.379 -2.039 -0.069  C9 1.093
43 C 0.784 0.253 -0.439  H22 1.077, C40 1.380, C52 1.392
44 N 5.933 1.798 0.334  C35 1.452, C48 1.447, H54 1.019
45 H 8.485 -2.321 -2.294  C39 1.088
46 H -5.055 0.763 -2.056  C11 1.095
47 C 0.446 -0.249 1.885  H12 1.081, C33 1.380, C52 1.393
48 C 4.780 1.610 1.187  H19 1.099, C29 1.534, N44 1.447, H50 1.093
49 C -8.639 2.167 -0.472  H1 1.087, H8 1.088, H28 1.088, C36 1.524
50 H 5.015 0.876 1.962  C48 1.093
51 O 3.412 1.405 -0.776  C29 1.212
52 C 1.268 0.228 0.866  N20 1.402, C43 1.392, C47 1.393
53 C -4.855 -1.890 -0.031  C7 1.532, N17 1.454, H21 1.099, H26 1.094
54 H 5.605 2.188 -0.548  N44 1.019

The SMILES is CCCCNCC(=O)Nc1ccc(NC(=O)CNCCCC)cc1. The calculation puts the relative energy (zero: lowest compared OMol25 entry of this formula, charge and spin) at 29.8 kJ/mol. As for the net charge: 0. The value obtained for the total energy is -29209.5003 eV.